Entry 1:
{"formula": "C46H46FN4O2OsSi", "method": "ωB97M-V/def2-TZVPD", "elements": ["Os", "O", "C", "C", "C", "C", "C", "C", "C", "C", "C", "O", "C", "C", "C", "C", "C", "C", "C", "C", "C", "C", "C", "C", "N", "C", "C", "C", "C", "C", "C", "C", "C", "C", "C", "C", "C", "H", "H", "H", "H", "H", "H", "H", "H", "H", "H", "H", "H", "H", "H", "H", "H", "H", "H", "H", "H", "H", "H", "H", "H", "H", "H", "H", "C", "Si", "C", "C", "N", "C", "C", "C", "C", "C", "C", "F", "H", "H", "H", "H", "H", "H", "H", "H", "H", "H", "H", "H", "H", "C", "N", "C", "C", "N", "C", "H", "H", "H", "H", "H", "H"], "coordinates": [[-0.4431, -0.9182, 0.2255], [-1.0905, -0.4734, -1.4719], [-0.7568, -0.8436, -2.8028], [0.1640, -2.0632, -2.7033], [1.4712, -1.7576, -2.0310], [2.6451, -2.2138, -2.6076], [3.8581, -1.9325, -2.0078], [3.8575, -1.1513, -0.8704], [2.6557, -0.6993, -0.3360], [2.7207, 0.3157, 0.7680], [1.8187, 0.1902, 2.0037], [0.4605, 0.0837, 1.5816], [1.9258, 1.5401, 2.7224], [2.8112, 1.7256, 3.7782], [2.9459, 2.9734, 4.3744], [2.1911, 4.0450, 3.9245], [1.3103, 3.8653, 2.8660], [1.1828, 2.6232, 2.2628], [2.1764, -0.9397, 2.9613], [1.4667, -1.0169, 4.1618], [1.8050, -1.9453, 5.1299], [2.8504, -2.8351, 4.9065], [3.5514, -2.7802, 3.7128], [3.2223, -1.8279, 2.7496], [1.4742, -1.0446, -0.8820], [-0.0932, 0.3529, -3.4836], [0.9287, 0.2118, -4.4151], [1.4889, 1.3270, -5.0264], [1.0284, 2.5952, -4.7131], [-0.0007, 2.7426, -3.7917], [-0.5601, 1.6303, -3.1840], [-2.0488, -1.2261, -3.5157], [-2.0094, -1.6114, -4.8534], [-3.1728, -1.9645, -5.5184], [-4.3928, -1.9214, -4.8554], [-4.4371, -1.5226, -3.5293], [-3.2699, -1.1765, -2.8588], [0.3642, -2.4824, -3.6876], [-0.3901, -2.8273, -2.1493], [2.5931, -2.7821, -3.5266], [4.7857, -2.2932, -2.4335], [4.7827, -0.8628, -0.3898], [2.4929, 1.2840, 0.3140], [3.7556, 0.3832, 1.1061], [3.4048, 0.8977, 4.1456], [3.6392, 3.1015, 5.1959], [2.2895, 5.0156, 4.3932], [0.7173, 4.6976, 2.5073], [0.4852, 2.4909, 1.4453], [0.6614, -0.3135, 4.3423], [1.2617, -1.9726, 6.0665], [3.1280, -3.5531, 5.6687], [4.3830, -3.4536, 3.5400], [3.8075, -1.7851, 1.8396], [1.3013, -0.7693, -4.6841], [2.2850, 1.2000, -5.7490], [1.4624, 3.4651, -5.1886], [-0.3709, 3.7302, -3.5473], [-1.3587, 1.7481, -2.4634], [-1.0676, -1.6163, -5.3908], [-3.1291, -2.2624, -6.5580], [-5.3039, -2.1874, -5.3758], [-5.3858, -1.4740, -3.0083], [-3.3108, -0.8542, -1.8263], [-2.4329, -3.9315, 0.2337], [-3.1612, -2.5136, 1.2347], [-3.4261, -3.0891, 3.0132], [-4.8138, -2.1983, 0.4091], [-2.1716, -1.0165, 1.1505], [-2.8275, 0.1734, 1.5342], [-3.9236, 0.1777, 2.4076], [-4.5663, 1.3417, 2.7902], [-4.1313, 2.5732, 2.3199], [-3.0357, 2.6127, 1.4756], [-2.4143, 1.4375, 1.1185], [-1.3329, 1.5465, 0.3093], [-3.2915, -4.4771, -0.1709], [-1.8452, -4.6331, 0.8250], [-1.8396, -3.6059, -0.6216], [-3.2734, -4.1685, 3.0921], [-4.4449, -2.8849, 3.3522], [-2.7520, -2.6021, 3.7205], [-5.4861, -3.0122, 0.7000], [-4.6958, -2.2504, -0.6756], [-5.3014, -1.2563, 0.6582], [-4.2776, -0.7575, 2.8242], [-5.4066, 1.2805, 3.4686], [-4.6283, 3.4884, 2.6103], [-2.6392, 3.5420, 1.0869], [2.1565, -5.6998, 1.1699], [1.2508, -4.5753, 1.3697], [0.5512, -4.2909, 2.5142], [-0.0876, -3.1141, 2.2927], [0.2279, -2.6820, 1.0280], [1.0433, -3.5802, 0.5011], [1.9686, -6.4357, 1.9461], [3.1900, -5.3652, 1.2356], [1.9698, -6.1572, 0.2013], [0.5844, -4.9289, 3.3794], [-0.7168, -2.5358, 2.9407], [1.4714, -3.5522, -0.4878]], "atomic_forces_ev_per_a": [[0.019, 0.898, 0.073], [-0.260, -0.679, 0.061], [0.339, 0.164, 0.210], [-0.060, -0.036, 0.038], [0.050, 0.051, -0.043], [-0.035, -0.008, -0.013], [0.046, 0.007, 0.060], [0.008, -0.061, -0.024], [0.007, 0.062, -0.013], [0.104, -0.060, 0.110], [-0.343, -0.083, -0.300], [0.034, -0.241, 0.211], [0.079, -0.009, 0.120], [0.081, 0.090, -0.028], [-0.013, -0.014, -0.011], [0.000, 0.000, -0.018], [0.008, 0.004, 0.011], [-0.086, 0.040, 0.031], [0.078, 0.003, -0.028], [-0.047, -0.019, -0.001], [-0.068, -0.041, -0.042], [0.039, -0.041, -0.010], [-0.006, 0.010, -0.005], [-0.088, -0.053, -0.017], [0.116, 0.033, -0.013], [-0.053, -0.022, 0.005], [-0.013, -0.014, -0.018], [-0.006, -0.007, 0.004], [-0.016, 0.008, -0.002], [0.004, 0.005, 0.001], [0.045, -0.004, 0.033], [0.007, 0.046, -0.096], [-0.024, -0.025, -0.005], [0.012, 0.017, 0.028], [-0.008, -0.002, 0.003], [-0.009, -0.013, 0.016], [-0.025, 0.004, 0.032], [-0.028, 0.008, -0.011], [0.001, -0.024, 0.034], [0.006, 0.012, 0.009], [-0.011, 0.013, 0.001], [-0.005, -0.003, -0.026], [-0.094, -0.014, -0.020], [-0.003, 0.050, -0.009], [-0.008, 0.023, -0.002], [-0.011, 0.003, -0.010], [-0.005, -0.012, -0.004], [0.013, -0.012, 0.009], [0.067, -0.016, 0.041], [0.022, -0.003, -0.008], [0.003, 0.009, -0.022], [-0.011, 0.020, -0.025], [-0.023, 0.012, 0.002], [0.004, 0.014, 0.000], [-0.004, 0.019, -0.001], [-0.013, 0.000, 0.006], [0.000, -0.010, 0.008], [0.000, -0.012, -0.005], [-0.005, 0.003, -0.004], [-0.004, -0.002, 0.000], [0.001, 0.005, 0.007], [0.017, 0.001, 0.011], [0.009, 0.001, -0.020], [0.010, -0.007, -0.053], [-0.013, 0.059, 0.008], [-0.197, -0.063, -0.184], [0.013, 0.025, -0.011], [0.005, -0.015, 0.022], [0.190, -0.127, -0.083], [0.096, 0.065, 0.236], [-0.059, -0.066, 0.177], [0.021, 0.030, -0.016], [-0.008, -0.046, -0.013], [0.011, 0.069, 0.001], [-0.186, 0.043, 0.100], [0.182, -0.139, -0.371], [0.052, -0.013, 0.038], [0.057, 0.020, 0.014], [-0.026, 0.032, -0.034], [0.024, 0.025, -0.014], [0.026, -0.015, -0.040], [-0.025, -0.006, 0.011], [-0.005, 0.027, -0.030], [-0.014, 0.005, 0.032], [0.042, -0.032, 0.009], [0.042, 0.089, -0.070], [0.000, 0.015, -0.008], [0.006, -0.014, 0.008], [-0.024, -0.005, 0.017], [-0.064, 0.019, 0.022], [0.078, -0.050, 0.082], [0.041, -0.006, 0.035], [0.076, -0.009, 0.099], [-0.187, 0.161, -0.337], [-0.019, -0.123, -0.081], [0.000, -0.005, -0.001], [0.005, -0.009, -0.001], [0.022, 0.013, -0.014], [-0.005, 0.005, -0.011], [0.013, 0.014, 0.024], [-0.016, -0.053, 0.120]], "mulliken_charge": [0.8866, -0.1632, 2.2935, -2.4571, 0.5534, -0.8938, -1.2537, -0.6003, 0.3955, -1.9762, 1.6335, -0.4705, -0.0887, -0.2024, -1.0393, -0.6719, -0.8524, -0.4464, 0.2729, -0.1195, -0.9509, -0.7554, -0.8021, -0.1838, 1.1669, 0.3714, 0.0947, -1.0747, -0.6143, -0.9661, -0.4665, -0.3087, -0.1300, -1.0136, -0.6528, -0.9735, -0.2457, 1.1438, 0.1269, 0.5757, 0.4888, 0.5458, 0.7135, 0.5105, 0.4758, 0.4441, 0.4005, 0.4446, 0.2930, 0.5602, 0.4354, 0.4021, 0.4934, 0.4347, 0.4080, 0.4462, 0.4196, 0.4457, 0.5054, 0.3464, 0.4372, 0.4102, 0.5102, 0.5105, -0.8719, 1.0529, -1.7064, -1.2971, 0.5626, 0.4877, -0.5196, -1.1227, -0.6553, -0.7113, 0.3831, 0.0858, 0.5366, 0.2942, -0.0284, 0.4478, 0.5357, 0.4192, 0.4583, 0.2030, 0.4150, 0.3336, 0.4580, 0.4099, 0.5066, -0.9512, 0.4162, -1.6724, 0.0303, 0.3828, -0.7394, 0.3645, 0.3449, 0.3525, 0.5154, 0.5022, 0.5536], "mol_weight_g_mol": 924.2, "energy_ev": -71563.8306, "e_lumo_ev": [-3.1434, -3.1443], "charge": 1, "spin_multiplicity": 1}

---

Entry 2:
{"formula": "C46H46FN5O6SSr", "method": "ωB97M-V/def2-TZVPD", "elements": ["Sr", "O", "C", "C", "C", "C", "C", "C", "C", "N", "C", "C", "N", "C", "C", "C", "C", "C", "C", "C", "O", "H", "H", "H", "H", "H", "H", "H", "H", "H", "H", "H", "H", "H", "H", "C", "C", "N", "C", "C", "C", "O", "O", "C", "O", "C", "C", "C", "F", "C", "C", "C", "N", "C", "C", "N", "C", "C", "H", "H", "H", "H", "H", "H", "H", "H", "H", "H", "H", "H", "H", "H", "H", "H", "H", "H", "O", "S", "C", "C", "C", "C", "C", "C", "C", "C", "C", "C", "C", "C", "C", "C", "H", "H", "H", "H", "H", "H", "H", "H", "H", "H", "H", "H", "H", "H"], "coordinates": [[-1.2756, -0.8225, -0.4645], [-3.2443, -1.5076, -0.9484], [-4.1696, -2.4146, -0.8528], [-5.5111, -2.0724, -0.6038], [-6.4920, -3.0322, -0.4851], [-6.1789, -4.3769, -0.5918], [-4.8660, -4.7472, -0.8301], [-3.8733, -3.7952, -0.9906], [-2.4846, -4.2390, -1.2465], [-1.6539, -4.6804, -0.4080], [-1.9913, -4.7159, 0.9925], [-2.0658, -3.3019, 1.6091], [-0.9159, -2.5255, 1.2125], [0.1712, -2.7578, 1.8363], [1.4666, -2.2106, 1.5750], [2.5156, -2.6594, 2.3909], [3.8194, -2.2727, 2.1968], [4.1109, -1.4160, 1.1305], [3.1135, -0.9262, 0.3350], [1.7359, -1.2675, 0.5197], [0.8432, -0.7419, -0.1968], [-5.7444, -1.0245, -0.4833], [-7.5123, -2.7315, -0.2986], [-6.9453, -5.1298, -0.4918], [-4.5995, -5.7963, -0.8937], [-2.1384, -4.2240, -2.2781], [-1.1919, -5.2862, 1.4789], [-2.9471, -5.2277, 1.1709], [-2.1302, -3.4075, 2.7043], [-2.9603, -2.7973, 1.2483], [0.1601, -3.4768, 2.6745], [2.2819, -3.3386, 3.2039], [4.6140, -2.6515, 2.8289], [5.1431, -1.1497, 0.9276], [3.3413, -0.2758, -0.4980], [3.0755, 5.3851, 1.0767], [1.9457, 5.0211, 2.0382], [1.4500, 3.6763, 1.8300], [0.4947, 3.4606, 0.8780], [-0.1989, 2.3129, 0.7306], [-1.2012, 2.2439, -0.4523], [-1.2229, 3.2202, -1.1948], [-1.8987, 1.2168, -0.5184], [-0.0462, 1.2418, 1.6867], [-0.8005, 0.2926, 1.8488], [1.1488, 1.4110, 2.5511], [1.5397, 0.3564, 3.3707], [2.6830, 0.4534, 4.1227], [3.0342, -0.5453, 4.9804], [3.5005, 1.5831, 4.0499], [3.0835, 2.6625, 3.2986], [1.8914, 2.6108, 2.5625], [4.7734, 1.6717, 4.6942], [4.7709, 2.2408, 6.0215], [6.1936, 2.7029, 6.3335], [7.0988, 1.5252, 6.2452], [7.0416, 0.9130, 4.8863], [5.6003, 0.4861, 4.6276], [3.3707, 6.4227, 1.2200], [2.7356, 5.2621, 0.0516], [3.9433, 4.7463, 1.2313], [1.1106, 5.7108, 1.8866], [2.2755, 5.1195, 3.0766], [0.2851, 4.2766, 0.1966], [0.9305, -0.5319, 3.3884], [3.7352, 3.5210, 3.2546], [4.4331, 1.5246, 6.7937], [4.0974, 3.0983, 6.0399], [6.2592, 3.1441, 7.3280], [6.5113, 3.4358, 5.5904], [6.7741, 0.8203, 6.9221], [8.0593, 1.7891, 6.4844], [7.7161, 0.0586, 4.8447], [7.3525, 1.6613, 4.1560], [5.3138, -0.2875, 5.3590], [5.5065, 0.0534, 3.6307], [-1.1319, -1.3546, -2.6076], [-2.5098, -1.4249, -3.1303], [-2.2204, -1.5476, -5.0077], [-1.4155, -0.4785, -5.6452], [-1.9135, 0.2492, -6.7232], [-1.1612, 1.2518, -7.3080], [0.0987, 1.5522, -6.8195], [0.6091, 0.8246, -5.7577], [-0.1333, -0.1898, -5.1827], [-3.0993, 0.3099, -3.1558], [-4.2944, 0.4424, -4.0204], [-5.3984, -0.3850, -3.8240], [-6.5009, -0.2913, -4.6521], [-6.5155, 0.6239, -5.6926], [-5.4263, 1.4548, -5.8904], [-4.3262, 1.3682, -5.0574], [-3.2203, -1.6150, -5.4346], [-1.7283, -2.5162, -5.0928], [-2.8962, 0.0215, -7.1124], [-1.5588, 1.8013, -8.1498], [0.6807, 2.3458, -7.2666], [1.5958, 1.0451, -5.3763], [0.2682, -0.7531, -4.3549], [-2.2584, 0.9239, -3.4769], [-3.3127, 0.5251, -2.1107], [-5.3858, -1.1040, -3.0169], [-7.3519, -0.9364, -4.4856], [-7.3754, 0.6928, -6.3421], [-5.4298, 2.1719, -6.6987], [-3.4783, 2.0203, -5.2074]], "atomic_forces_ev_per_a": [[0.271, -0.444, 1.931], [-2.496, -0.999, 0.395], [-0.570, -0.482, -0.161], [0.149, 0.130, 0.045], [-0.069, -0.035, 0.023], [-0.096, -0.246, 0.006], [-0.106, -0.047, -0.059], [-0.156, 0.315, 0.208], [0.020, -0.022, -0.245], [0.417, -0.072, -0.353], [-0.244, 0.107, 0.469], [-0.123, -0.642, 0.179], [0.937, -0.856, 0.921], [-0.879, -0.376, 0.252], [0.768, 0.282, -0.246], [-0.114, -0.009, -0.099], [0.297, -0.063, 0.218], [0.056, 0.038, 0.104], [-0.049, 0.074, -0.203], [0.842, -0.223, 0.477], [2.706, -0.022, 0.056], [-0.021, 0.141, -0.020], [-0.132, 0.046, 0.036], [-0.089, -0.083, 0.031], [-0.020, -0.033, -0.063], [0.023, 0.067, -0.157], [-0.166, 0.104, 0.140], [0.114, 0.046, 0.027], [-0.030, 0.059, -0.148], [-0.054, -0.039, 0.158], [-0.037, 0.034, -0.027], [-0.057, -0.063, -0.005], [-0.031, -0.056, 0.021], [0.033, 0.054, -0.041], [-0.026, 0.106, -0.055], [-0.149, -0.033, 0.187], [0.354, 0.373, -0.230], [-0.248, 0.089, -0.308], [-0.075, -0.144, 0.094], [-0.503, -0.122, -0.681], [0.507, 1.200, 0.588], [0.121, 0.457, -0.352], [-1.169, 2.013, -0.069], [0.059, 0.470, 0.429], [0.111, 0.043, 0.381], [0.309, 0.198, 0.151], [0.224, 0.050, 0.191], [-0.083, 0.082, -0.032], [-0.015, 0.111, -0.101], [-0.257, -0.023, -0.119], [-0.125, -0.048, -0.001], [0.018, -0.631, 0.399], [-0.151, -0.196, 0.158], [0.206, 0.107, -0.053], [-0.793, 0.576, 0.172], [0.332, -0.085, 0.272], [-0.256, -0.559, -0.762], [0.232, 0.177, -0.067], [0.056, 0.073, -0.003], [0.030, -0.006, -0.111], [0.066, -0.041, -0.040], [0.062, -0.110, 0.107], [-0.148, -0.001, -0.097], [-0.060, 0.026, 0.018], [-0.086, -0.050, 0.063], [0.062, 0.086, -0.070], [-0.013, 0.042, -0.026], [0.094, -0.020, 0.087], [0.138, -0.146, 0.017], [0.098, -0.147, 0.046], [0.220, 0.177, -0.097], [-0.199, -0.122, 0.029], [0.061, 0.061, 0.164], [0.023, 0.024, 0.181], [-0.015, 0.008, -0.067], [0.095, -0.096, 0.052], [1.524, -0.563, -1.227], [-1.469, 0.128, -3.698], [-0.300, -0.156, 0.845], [0.198, 0.186, -0.094], [0.020, -0.141, 0.025], [0.001, 0.081, -0.108], [0.045, 0.084, -0.021], [0.120, 0.053, -0.032], [0.029, -0.032, 0.037], [0.203, -0.384, 0.338], [-0.318, 0.021, -0.250], [0.079, 0.055, 0.059], [-0.110, -0.051, -0.053], [-0.089, -0.014, -0.044], [-0.046, 0.070, -0.060], [0.040, 0.018, 0.159], [-0.015, -0.087, -0.080], [-0.025, -0.114, 0.027], [-0.090, -0.019, 0.021], [-0.049, 0.045, -0.052], [0.038, 0.042, -0.035], [0.071, 0.021, 0.037], [0.027, -0.032, 0.055], [0.018, 0.005, -0.015], [0.015, 0.129, -0.089], [-0.037, -0.067, 0.075], [-0.058, -0.055, 0.009], [-0.086, 0.003, -0.067], [-0.021, 0.079, -0.061], [0.080, 0.042, -0.016]], "mulliken_charge": [3.2511, -0.4430, -0.8900, -0.3220, -0.7430, -0.8208, -0.4975, 0.6564, -0.4867, -0.5273, -0.6293, -1.3245, 0.4494, -0.6114, 0.5085, -0.5038, -0.7821, -0.5218, -0.9995, 0.3159, -0.6364, 0.5270, 0.4460, 0.3816, 0.5069, 0.5075, 0.4376, 0.3832, 0.4688, 0.4084, 0.1179, 0.3512, 0.4898, 0.4344, 0.4497, -1.0390, -1.0832, 0.3035, -0.1607, -0.3920, 0.2824, -0.8129, -0.7600, 0.8816, -0.7428, 0.3761, -0.6446, 0.3808, -0.4772, -1.2444, -0.5771, 0.3431, 0.4586, -0.4745, -0.8364, -0.0911, -1.0070, -0.0991, 0.3877, 0.3447, 0.2758, 0.4878, 0.4508, 0.6524, 0.9095, 0.5058, 0.2614, 0.4323, 0.4262, 0.3578, 0.4093, 0.3572, 0.4221, 0.3601, 0.3421, 0.0811, -0.8331, 0.7979, -1.8129, 0.6527, -0.2932, -0.6587, -0.3996, -0.7694, -0.2225, -0.7073, -0.0769, 0.1134, -0.9855, -0.4367, -0.7527, -0.5163, 0.4119, 0.7266, 0.4518, 0.3844, 0.3891, 0.3971, 0.3940, 0.5670, 0.5918, 0.3515, 0.4466, 0.4034, 0.4017, 0.5832], "mol_weight_g_mol": 903.6, "energy_ev": -82572.0454, "e_lumo_ev": -1.7590, "spin_multiplicity": 1}